1.
{
  "formula": "C36H39ClN5NiO4PS",
  "method": "ωB97M-V/def2-TZVPD",
  "lumo_ev": [-2.282, -2.616],
  "gap_ev": [5.053, 8.187],
  "charge": 1,
  "multiplicity": 4,
  "homo_energy_ev": [-7.3, -10.8],
  "symbols": ["Ni", "Cl", "C", "C", "C", "C", "C", "C", "P", "C", "C", "C", "C", "C", "C", "C", "C", "C", "C", "C", "C", "H", "H", "H", "H", "H", "H", "H", "H", "H", "H", "H", "H", "H", "H", "N", "C", "C", "C", "N", "C", "C", "N", "C", "H", "H", "H", "H", "H", "H", "H", "H", "H", "H", "H", "H", "H", "H", "H", "H", "O", "S", "O", "N", "C", "O", "C", "C", "C", "C", "C", "C", "H", "H", "H", "H", "O", "N", "C", "C", "C", "C", "C", "H", "H", "H", "H", "H"],
  "xyz": [[-0.12, 0.33, 0.18], [3.12, 0.16, 1.91], [3.88, 1.43, 0.96], [5.26, 1.43, 0.92], [5.91, 2.46, 0.25], [5.18, 3.47, -0.35], [3.79, 3.44, -0.31], [3.11, 2.41, 0.33], [1.28, 2.37, 0.35], [0.86, 3.23, 1.91], [1.85, 3.44, 2.87], [1.54, 4.00, 4.10], [0.23, 4.37, 4.39], [-0.76, 4.18, 3.43], [-0.45, 3.61, 2.21], [0.86, 3.45, -1.05], [1.30, 3.03, -2.31], [0.95, 3.74, -3.45], [0.16, 4.88, -3.33], [-0.27, 5.30, -2.09], [0.08, 4.59, -0.94], [5.82, 0.65, 1.41], [6.99, 2.47, 0.21], [5.68, 4.28, -0.86], [3.23, 4.23, -0.79], [2.88, 3.18, 2.67], [2.32, 4.16, 4.83], [-0.01, 4.82, 5.34], [-1.78, 4.47, 3.64], [-1.24, 3.43, 1.48], [1.93, 2.15, -2.40], [1.30, 3.42, -4.42], [-0.12, 5.43, -4.22], [-0.88, 6.19, -1.99], [-0.26, 4.94, 0.02], [1.22, -2.96, 1.55], [-0.12, -3.20, 2.19], [-0.38, -2.21, 3.33], [-1.10, -0.91, 2.98], [-0.24, 0.07, 2.27], [-2.36, -1.21, 2.17], [-2.13, -2.03, 0.90], [-1.62, -1.16, -0.18], [-1.25, -3.27, 1.15], [1.49, -3.70, 0.89], [1.96, -2.90, 2.25], [1.24, -2.10, 0.91], [-0.03, -4.19, 2.64], [0.56, -2.00, 3.86], [-1.01, -2.72, 4.06], [-1.41, -0.46, 3.92], [0.67, 0.13, 2.72], [-0.65, 0.99, 2.40], [-2.86, -0.28, 1.91], [-3.05, -1.76, 2.82], [-3.10, -2.42, 0.59], [-2.38, -0.55, -0.50], [-1.37, -1.73, -0.99], [-0.85, -3.64, 0.20], [-1.92, -4.05, 1.50], [2.02, -4.99, -2.42], [2.75, -3.77, -2.29], [4.18, -3.79, -2.36], [2.26, -3.01, -0.90], [1.65, -1.89, -1.17], [1.14, -1.17, -0.24], [1.50, -1.56, -2.62], [0.85, -0.49, -3.20], [0.83, -0.42, -4.59], [1.44, -1.40, -5.36], [2.08, -2.49, -4.77], [2.09, -2.54, -3.39], [0.37, 0.28, -2.60], [0.32, 0.41, -5.08], [1.41, -1.33, -6.44], [2.55, -3.26, -5.36], [-1.51, 1.71, 0.22], [-2.57, 1.56, -0.66], [-3.85, 1.58, -0.13], [-4.93, 1.68, -0.96], [-4.76, 1.85, -2.35], [-3.45, 2.04, -2.82], [-2.38, 1.94, -1.99], [-3.91, 1.49, 0.95], [-5.91, 1.64, -0.52], [-5.61, 1.94, -3.00], [-3.27, 2.30, -3.86], [-1.36, 2.17, -2.27]]
}

=====

2.
{
  "formula": "C3H7NO2",
  "method": "ωB97M-V/def2-TZVPD",
  "lumo_ev": 0.774,
  "gap_ev": 10.168,
  "homo_energy_ev": -9.4,
  "symbols": ["C", "C", "C", "O", "O", "N", "H", "H", "H", "H", "H", "H", "H"],
  "xyz": [[-0.70, 1.03, 0.20], [1.38, -0.35, -0.24], [-0.16, -0.25, -0.36], [-0.72, -0.75, -1.56], [-0.04, 1.70, 1.25], [-1.01, -0.33, 0.80], [-0.61, -1.72, -1.60], [-0.09, 1.00, 2.01], [-1.44, 1.56, -0.40], [-1.92, -0.70, 0.52], [1.63, -0.86, 0.70], [1.77, -0.95, -1.06], [1.89, 0.61, -0.27]]
}